ORCA calculation (ωB97M-V/def2-TZVPD) on a molecular structure, C30H55CoN4O2P2 at a distorted geometry.

Geometry (Å):
Co  -0.021  -0.212  0.367
P  0.520  -2.407  0.741
P  0.023  2.122  -0.006
O  -1.997  -0.346  2.476
O  0.077  1.520  3.513
N  1.145  1.305  5.533
N  -0.864  0.224  5.173
N  -1.563  -0.344  -1.071
N  1.425  -0.328  -0.963
C  1.550  4.330  -0.687
C  -0.121  -5.029  -0.176
C  -0.036  -3.210  -1.873
C  -3.531  0.561  -3.490
C  3.413  -1.273  -1.873
C  -1.596  -1.002  -4.216
C  0.769  -3.162  2.435
C  -1.514  4.363  0.853
C  1.632  -4.442  2.402
C  -1.821  0.080  -2.184
C  2.362  -1.293  -0.971
C  0.094  1.073  4.687
C  -1.625  3.138  -0.054
C  0.791  1.949  -1.585
C  1.462  0.740  -1.908
C  -1.912  -3.315  -0.232
C  1.520  3.217  0.367
C  -2.771  2.284  0.495
C  1.427  3.733  1.774
C  2.377  0.589  -3.009
C  -1.333  1.452  -4.393
C  -1.150  -0.237  1.670
C  -1.942  3.540  -1.470
C  1.492  -2.125  3.303
C  -0.431  -3.558  -0.426
C  2.248  -2.384  0.064
C  -0.608  -3.476  3.061
C  -2.074  0.310  -3.653
C  3.379  -0.363  -2.937
C  2.785  2.369  0.265
H  -0.780  5.093  0.492
H  -3.697  2.877  0.443
H  -1.228  -2.573  3.137
H  2.753  1.491  0.934
H  1.093  -5.305  2.003
H  -0.247  1.298  -4.445
H  -3.918  1.236  -4.225
H  -1.284  4.074  1.888
H  0.391  2.589  -2.526
H  1.140  4.074  -1.687
H  2.946  -2.195  0.895
H  1.618  -2.555  4.311
H  -0.501  -1.049  -4.221
H  -2.117  2.651  -2.102
H  -0.658  -3.805  -2.557
H  -0.207  -2.151  -2.108
H  -1.947  -1.827  -3.601
H  -2.490  4.873  0.863
H  4.161  -0.367  -3.700
H  -4.020  -0.407  -3.502
H  0.955  -5.266  -0.229
H  0.752  4.597  1.877
H  -2.223  -2.313  -0.579
H  -1.704  0.147  4.625
H  1.770  2.062  5.291
H  3.637  3.006  0.567
H  2.497  -1.890  2.918
H  -1.511  2.444  -3.975
H  1.091  2.945  2.488
H  -3.767  1.003  -2.506
H  -0.423  -3.862  4.073
H  -1.954  -1.141  -5.218
H  -1.169  4.171  -1.935
H  -0.931  0.085  6.173
H  2.560  -4.308  1.833
H  -2.859  4.164  -1.462
H  -1.155  -4.249  2.504
H  0.917  -1.189  3.399
H  -2.489  -4.047  -0.842
H  3.013  2.021  -0.755
H  2.284  1.299  -3.837
H  2.611  4.599  -0.874
H  1.015  -3.445  -2.093
H  1.047  1.068  6.519
H  -0.620  -5.621  -0.968
H  2.545  -3.355  -0.342
H  -2.250  -3.416  0.821
H  4.209  -1.995  -1.754
H  2.437  4.075  2.081
H  1.020  5.244  -0.356
H  -2.604  2.010  1.544
H  -1.725  1.441  -5.424
H  1.898  -4.677  3.441
H  -2.942  1.370  -0.077
H  -0.528  -5.395  0.778

For the electronic energy, the calculation gives -98256.465 eV. As for the multiplicity: 4. Its total charge is +1. The HOMO energy (alpha / beta) is -0.307 / -0.394 hartree.